(1)
Formula: C30H24N4O4Pb
Source: the OMol25 dataset
Level of theory: the ωB97M-V functional and the def2-TZVPD basis

Values from the calculation:
Orbital gap in eV: 6.4
LUMO level in eV: -0.855
HOMO energy in eV: -7.2381
ΔE to the lowest compared entry with this formula, charge and spin in eV: 0.273
2S+1: 1
E in eV: -50896.282

Geometry (Å):
1 Pb 0.23103 -0.65787 0.95785
2 O 1.90761 0.40558 2.00554
3 C 1.99235 1.62803 2.42731
4 C 3.24168 2.29196 2.35627
5 C 3.40690 3.57461 2.81302
6 C 2.34057 4.28148 3.38811
7 C 1.11884 3.66346 3.46341
8 C 0.90437 2.35775 2.97982
9 C -0.46080 1.89083 3.04605
10 N -0.98123 0.82978 2.54926
11 C -2.42223 0.67180 2.67026
12 C -3.05643 0.51570 1.28881
13 N -2.63996 -0.75169 0.71607
14 C -3.53131 -1.54140 0.29776
15 C -3.26905 -2.86448 -0.28820
16 C -4.23686 -3.50531 -0.96382
17 C -4.03202 -4.80483 -1.59283
18 C -2.82093 -5.35904 -1.64915
19 C -1.61490 -4.67067 -1.08291
20 C -1.98677 -3.58487 -0.07345
21 O -1.30847 -3.42810 0.91525
22 H 4.06084 1.74362 1.90914
23 H 4.37776 4.04795 2.72437
24 H 2.47577 5.29092 3.75099
25 H 0.27419 4.19498 3.89078
26 H -1.13204 2.58267 3.57213
27 H -2.86981 1.53162 3.18221
28 H -2.64215 -0.22342 3.25860
29 H -2.68448 1.31513 0.64226
30 H -4.14887 0.59380 1.36255
31 H -4.59260 -1.25667 0.32790
32 H -5.21340 -3.04118 -1.05647
33 H -4.88370 -5.29847 -2.04167
34 H -2.67112 -6.30615 -2.15519
35 H -1.01397 -5.37707 -0.50584
36 O -0.85326 -1.92523 -1.55461
37 C -0.11872 -2.78234 -1.99930
38 C -0.71484 -4.16187 -2.26170
39 C 0.24734 -5.20935 -2.71267
40 C 1.51025 -4.90863 -3.01216
41 C 2.01292 -3.55170 -2.87954
42 C 1.28883 -2.52763 -2.38423
43 C 1.82990 -1.16549 -2.30170
44 N 1.40712 -0.34496 -1.42475
45 N 1.88010 0.93220 -1.49058
46 C 1.12606 1.73198 -0.75961
47 O 0.08618 1.39689 -0.08951
48 C 1.53749 3.16653 -0.72017
49 C 0.75778 4.07737 -0.01699
50 C 1.14310 5.40609 0.07471
51 C 2.31317 5.83273 -0.53566
52 C 3.09453 4.92628 -1.24208
53 C 2.70946 3.59943 -1.33655
54 H -1.38779 -3.95349 -3.10658
55 H -0.11790 -6.22607 -2.80346
56 H 2.19161 -5.67637 -3.35382
57 H 3.03824 -3.36209 -3.17859
58 H 2.56881 -0.85056 -3.04071
59 H -0.14275 3.72261 0.46536
60 H 0.53506 6.10704 0.63267
61 H 2.61903 6.86877 -0.45970
62 H 4.00966 5.25627 -1.71761
63 H 3.30981 2.88114 -1.87670

Cartesian forces, eV/Å:
0.0 0.0 -0.1
0.0 0.0 0.0
0.0 0.0 0.0
0.0 0.0 0.0
0.0 0.0 0.0
0.0 0.0 0.0
0.0 0.0 0.0
-0.1 0.0 0.0
0.0 -0.1 0.0
0.0 0.1 0.0
0.0 0.0 0.0
0.0 0.0 0.0
0.0 0.0 0.0
0.0 0.0 0.0
0.0 0.0 0.0
0.0 0.0 0.0
0.0 0.0 0.0
0.0 0.0 0.0
0.0 0.0 0.0
0.0 0.0 0.0
0.0 0.0 0.0
0.0 0.0 0.0
0.0 0.0 0.0
0.0 0.0 0.0
0.0 0.0 0.0
0.0 0.0 0.0
0.0 0.0 0.0
0.0 0.0 0.0
0.0 0.0 0.0
0.0 0.0 0.0
0.0 0.0 0.0
0.0 0.0 0.0
0.0 0.0 0.0
0.0 0.0 0.0
0.0 0.0 0.0
0.0 0.0 0.0
0.0 0.0 0.0
0.0 0.0 0.0
0.0 0.0 0.0
0.0 0.0 0.0
0.0 0.0 0.0
0.0 0.0 0.0
0.0 0.0 0.0
0.0 0.0 0.0
0.0 0.0 0.0
0.0 0.0 0.0
0.0 0.0 0.0
0.0 0.0 0.0
0.0 0.0 0.0
0.0 0.0 0.0
0.0 0.0 0.0
0.0 0.0 0.0
0.0 0.0 0.0
0.0 0.0 0.0
0.0 0.0 0.0
0.0 0.0 0.0
0.0 0.0 0.0
0.0 0.0 0.0
0.0 0.0 0.0
0.0 0.0 0.0
0.0 0.0 0.0
0.0 0.0 0.0
0.0 0.0 0.0

(2)
Formula: C30H25BGeNO2Os
Source: the OMol25 dataset
Level of theory: the ωB97M-V functional and the def2-TZVPD basis

Values from the calculation:
Orbital gap (spin up / spin down) in eV: 4.0 / 3.1
LUMO level (spin up / spin down) in eV: -12.288 / -12.780
HOMO energy (spin up / spin down) in eV: -16.3227 / -15.8883
Charge: +3
2S+1: 1
E in eV: -96732.085

Geometry (Å):
1 Os 0.53887 0.07637 0.58735
2 N 2.56272 0.08640 -0.10946
3 C 3.31953 1.04884 0.66090
4 C 4.49919 0.65396 1.24938
5 C 5.26012 1.57900 1.95104
6 C 4.82058 2.90043 2.07788
7 C 3.64961 3.29329 1.47669
8 C 2.85779 2.37768 0.74644
9 C 1.63578 2.81171 0.11065
10 C 1.55311 4.13213 -0.37034
11 C 0.38268 4.62783 -0.88454
12 C -0.78362 3.81598 -0.93874
13 C -0.72953 2.51299 -0.53374
14 C 0.46474 1.94144 -0.00898
15 H 3.01210 -0.82039 -0.05977
16 H 2.51316 0.33333 -1.09736
17 H 4.85405 -0.36622 1.13523
18 H 6.20108 1.27420 2.39147
19 H 5.39956 3.61386 2.65162
20 H 3.30221 4.30921 1.60858
21 H 2.43667 4.75731 -0.36403
22 H 0.34615 5.64819 -1.24799
23 H -1.71172 4.23098 -1.31278
24 H -1.61628 1.90712 -0.63184
25 Ge -1.88280 -0.20948 0.97735
26 C -3.18846 -1.47138 0.45743
27 C -2.90865 -2.86713 0.26892
28 C -3.93119 -3.74765 0.05486
29 C -5.25661 -3.26179 -0.02869
30 C -5.54594 -1.88390 0.14673
31 C -4.52182 -0.99568 0.35408
32 C -0.56785 -0.56134 2.37623
33 C 0.23550 -1.72956 2.33851
34 C 0.95039 -2.10418 3.46084
35 C 0.87737 -1.31188 4.61180
36 C 0.10844 -0.14750 4.64554
37 C -0.58948 0.26175 3.51977
38 H -2.67017 1.07048 1.29059
39 H -1.89016 -3.23497 0.31186
40 H -3.73277 -4.80574 -0.06025
41 H -6.06175 -3.94701 -0.25725
42 H -6.57202 -1.53854 0.11889
43 H -4.74474 0.05642 0.47648
44 H 0.23423 -2.38093 1.45989
45 H 1.54091 -3.01236 3.46021
46 H 1.43247 -1.60550 5.49309
47 H 0.06295 0.44672 5.54966
48 H -1.17359 1.17409 3.53876
49 O 0.96621 -0.41221 -2.37623
50 B 0.05134 -0.57304 -1.30913
51 O -1.09433 -1.24053 -1.79758
52 C -0.87034 -1.46481 -3.12485
53 C -1.70586 -2.08101 -4.04245
54 C -1.23096 -2.14920 -5.35756
55 C 0.02133 -1.62923 -5.71623
56 C 0.86144 -1.02175 -4.77514
57 C 0.37335 -0.95830 -3.48098
58 H -2.67182 -2.48373 -3.76032
59 H -1.84616 -2.60882 -6.12055
60 H 0.34057 -1.69336 -6.74809
61 H 1.83240 -0.62258 -5.04387

Cartesian forces, eV/Å:
2.0 1.5 0.9
-0.6 0.3 -0.4
-0.3 -0.2 0.0
0.3 -0.2 0.2
0.0 0.0 0.0
0.1 -0.1 0.0
-0.2 0.0 -0.1
0.1 0.1 0.1
-0.1 0.5 -0.1
0.3 -0.3 0.2
-0.3 -0.1 0.0
-0.1 -0.2 0.0
-0.1 0.6 -0.2
-0.1 -1.0 0.6
0.0 -0.3 -0.1
0.2 0.0 -0.3
0.0 0.1 0.0
0.0 0.0 0.0
0.0 -0.1 0.0
0.0 0.0 0.0
0.0 0.0 0.0
0.0 0.0 0.0
0.1 0.0 -0.1
-0.1 0.0 -0.1
-3.0 -0.3 -0.9
0.2 -1.0 -0.3
0.1 1.4 0.4
-1.0 0.1 -0.2
0.4 0.9 0.1
-0.1 -1.5 -0.3
1.0 0.0 0.4
1.3 0.3 -0.2
-0.1 -0.2 0.0
0.1 0.1 0.1
-0.1 0.1 0.0
0.0 -0.2 0.1
0.0 -0.2 -0.1
0.4 0.2 0.0
0.0 0.0 0.0
0.0 0.0 0.0
0.0 0.0 0.1
0.1 0.0 -0.1
0.0 0.1 0.0
0.0 0.0 0.0
0.0 0.0 0.0
0.0 0.0 0.0
0.0 0.0 0.0
0.1 0.1 -0.1
-0.1 0.2 1.3
-0.7 -0.9 -1.5
0.9 0.7 1.1
-0.2 -0.3 -0.7
0.2 0.0 -0.3
-0.2 0.1 0.6
0.3 0.3 0.4
-0.3 -0.2 -0.2
0.0 -0.1 -0.7
0.1 0.1 0.0
0.0 0.0 0.1
0.0 0.0 0.0
-0.1 0.0 0.0

(3)
Formula: C30H25CoN4O4
Source: the OMol25 dataset
Level of theory: the ωB97M-V functional and the def2-TZVPD basis

Values from the calculation:
Orbital gap (spin up / spin down) in eV: 8.0 / 8.1
LUMO level (spin up / spin down) in eV: -3.754 / -3.662
HOMO energy (spin up / spin down) in eV: -11.7829 / -11.7565
ΔE to the lowest compared entry with this formula, charge and spin in eV: 1.049
Charge: +1
2S+1: 2
E in eV: -83287.160

Geometry (Å):
1 Co -0.35320 0.64650 0.27020
2 C -0.87810 3.22900 -1.90190
3 C -0.53580 1.96980 -2.62230
4 C -0.41190 1.98410 -4.01150
5 C -0.05640 0.82670 -4.67760
6 C 0.19670 -0.31580 -3.93660
7 C 0.04970 -0.26740 -2.55610
8 N -0.33070 0.85710 -1.92140
9 C 0.32310 -1.41590 -1.68930
10 C 0.53870 -2.70480 -2.17090
11 C 0.80830 -3.71850 -1.26930
12 C 0.81890 -3.43480 0.08490
13 C 0.58240 -2.12860 0.50700
14 N 0.35700 -1.14740 -0.37730
15 C 0.52920 -1.73300 1.91870
16 C 0.83800 -2.61660 2.94470
17 C 0.72190 -2.18930 4.25750
18 C 0.33920 -0.88640 4.49510
19 C 0.03720 -0.04270 3.42040
20 C -0.39030 1.35450 3.69770
21 N 0.12050 -0.47380 2.16420
22 H -1.60060 3.81400 -2.46730
23 H 0.02690 3.82880 -1.79300
24 H -1.26270 3.01380 -0.90780
25 H -0.59440 2.89970 -4.55030
26 H 0.02890 0.81220 -5.75180
27 H 0.51950 -1.22010 -4.42120
28 H 0.50540 -2.91910 -3.22500
29 H 1.00200 -4.72180 -1.61640
30 H 0.99810 -4.22480 0.79430
31 H 1.15530 -3.62130 2.72950
32 H 0.92230 -2.86830 5.07080
33 H 0.26240 -0.50710 5.50080
34 H -0.89530 1.41370 4.65950
35 H -1.03420 1.73690 2.90980
36 H 0.48560 2.00510 3.73370
37 C -2.62250 -0.97610 0.99340
38 C -2.77450 0.39740 0.78810
39 C -3.08440 0.86280 -0.49190
40 C -3.18400 -0.02480 -1.55450
41 C -2.98540 -1.37840 -1.34780
42 C -2.71990 -1.85450 -0.07370
43 H -2.50450 -1.35910 1.99520
44 H -2.85310 1.06470 1.63880
45 H -3.32320 1.90400 -0.64050
46 H -3.43330 0.33890 -2.53960
47 H -3.07290 -2.06720 -2.17340
48 H -2.61630 -2.91510 0.09360
49 O 1.41830 3.79350 2.05920
50 C 1.29120 3.07800 1.09250
51 O 0.33650 2.23780 0.90130
52 C 2.29440 3.12290 -0.04990
53 C 2.98800 4.28600 -0.37100
54 C 3.89960 4.28380 -1.41830
55 C 4.10980 3.13970 -2.16920
56 C 3.41240 1.98270 -1.83850
57 C 2.52540 1.96670 -0.77230
58 N 3.57080 0.77750 -2.60800
59 O 2.92150 -0.19350 -2.25610
60 O 4.29610 0.80140 -3.57290
61 H 2.81310 5.18010 0.20680
62 H 4.45110 5.18310 -1.64590
63 H 4.80310 3.12530 -2.99650
64 H 2.02210 1.04310 -0.51010

Cartesian forces, eV/Å:
1.2 -2.2 -0.6
0.0 0.0 0.2
-0.1 0.3 -0.2
0.0 -0.3 0.0
-0.1 0.2 0.3
-0.1 0.0 0.4
-0.1 0.3 -0.5
0.3 0.1 1.2
0.1 -0.5 0.1
0.1 0.2 0.2
-0.1 0.2 0.1
0.0 0.2 0.0
0.1 -0.2 -0.4
-0.7 0.3 0.1
0.0 -0.2 0.6
-0.1 0.2 -0.3
0.0 0.3 -0.1
0.0 -0.2 -0.2
-0.1 0.0 0.4
0.0 0.2 -0.1
-0.1 0.6 -1.0
0.0 0.0 0.0
0.0 0.1 0.1
0.0 0.1 0.0
0.0 0.1 0.0
0.1 0.0 -0.1
0.0 -0.1 -0.1
0.0 0.0 -0.1
0.0 -0.1 0.0
0.0 0.0 0.1
0.0 -0.1 0.0
0.1 0.0 0.1
-0.1 0.1 0.1
0.0 0.0 0.0
0.1 0.1 0.1
0.0 0.1 -0.1
-0.2 0.0 -0.1
-0.5 -0.1 -0.1
-0.2 -0.1 0.1
0.0 0.1 0.0
-0.1 0.0 0.0
0.0 0.0 0.1
0.1 0.0 0.1
0.2 0.0 0.0
0.1 0.2 0.0
0.0 0.1 -0.1
0.0 -0.1 -0.1
0.0 -0.1 0.0
-0.1 0.2 0.1
0.7 0.3 -0.5
-0.7 0.1 0.3
0.0 0.0 0.2
0.0 -0.2 0.0
-0.1 0.0 0.1
0.0 -0.3 -0.1
-0.2 1.1 0.8
0.0 -0.2 -0.2
0.0 -0.3 -0.3
0.0 -0.4 0.0
0.2 -0.1 -0.2
0.0 0.1 0.1
0.0 0.1 -0.1
0.0 0.0 0.0
0.1 0.2 -0.1

Question: Which formula does entry 2 have?
Answer: C30H25BGeNO2Os